Record 1
61
Properties=species:S:1:pos:R:3:nbo_charge:R:1 method="wB97M-V/def2-TZVPD" e_homo_ev=-5.6 lumo_energy_ev=2.19 total_energy_ev=-111601.1286 e_above_lowest_kcal_mol=13.8 orbital_gap_ev=7.80 total_charge=-1
Co 0.5055 0.3898 -0.2554 1.321
O 1.6000 -0.7648 -1.2647 -0.655
C 1.9531 -0.5690 -2.4901 0.431
C 2.9033 -1.4516 -3.0631 -0.282
C 3.2977 -1.3302 -4.3694 -0.162
C 2.7712 -0.3216 -5.2033 -0.303
C 1.8508 0.5393 -4.6716 -0.123
C 1.4335 0.4469 -3.3288 -0.273
C 0.4251 1.3618 -2.8790 0.216
N -0.0363 1.4593 -1.6959 -0.395
C -1.1392 2.4039 -1.3774 -0.242
C -1.6688 2.0450 0.0115 -0.251
N -0.4682 1.6634 0.7511 -0.406
C -0.0269 2.3316 1.7429 0.209
C 1.3232 2.2744 2.2009 -0.242
C 1.6790 2.8278 3.4399 -0.130
C 2.9905 2.9255 3.8198 -0.281
C 3.9805 2.4894 2.9167 -0.165
C 3.6501 1.9673 1.6920 -0.263
C 2.3031 1.8249 1.2975 0.411
O 2.0363 1.3319 0.1110 -0.648
H 3.3042 -2.2235 -2.4167 0.224
H 4.0276 -2.0266 -4.7688 0.205
H 3.0821 -0.2372 -6.2362 0.208
H 1.4146 1.3189 -5.2900 0.199
H 0.0013 2.0252 -3.6319 0.181
H -0.7368 3.4179 -1.3699 0.196
H -1.9280 2.3307 -2.1227 0.220
H -2.1787 2.8893 0.4733 0.196
H -2.3397 1.1961 -0.0295 0.283
H -0.6992 3.0486 2.2174 0.179
H 0.8897 3.1695 4.1031 0.203
H 3.2605 3.3298 4.7858 0.206
H 5.0250 2.5583 3.1974 0.205
H 4.4080 1.6133 1.0018 0.220
N -2.2144 -2.5339 1.6621 -0.819
C -2.9195 -1.3892 1.5844 0.654
O -2.4014 -0.2876 1.5547 -0.632
C -4.4361 -1.4685 1.5339 -0.604
I -5.2397 -3.1196 0.4385 0.044
H -1.2195 -2.4699 1.8397 0.441
H -2.6748 -3.4197 1.7574 0.388
H -4.8026 -0.5738 1.0467 0.272
H -4.8380 -1.5512 2.5397 0.233
F 0.9281 -0.7448 1.3388 -0.596
P 1.3013 -1.8339 2.5969 2.624
F 2.1651 -0.6880 3.2899 -0.576
F 1.6240 -2.8765 3.7635 -0.581
F 2.5671 -2.3026 1.7434 -0.573
F -0.0155 -1.3164 3.3541 -0.579
F 0.3819 -2.9187 1.8169 -0.581
N -0.9184 -2.3606 -2.3271 -0.815
C -1.5791 -1.3732 -1.6673 0.699
O -0.9971 -0.8676 -0.6730 -0.726
C -2.8647 -1.0054 -2.1482 -0.587
C -3.7331 -0.1136 -1.4496 0.342
N -4.4604 0.6040 -0.9061 -0.445
C -3.3794 -1.6523 -3.3172 0.321
N -3.7956 -2.1767 -4.2596 -0.417
H -1.3692 -2.9300 -3.0203 0.403
H -0.0442 -2.6528 -1.9247 0.418

=====

Record 2
53
Properties=species:S:1:pos:R:3:nbo_charge:R:1 method="wB97M-V/def2-TZVPD" e_homo_ev="-11.1 / -11.1" lumo_energy_ev="-3.29 / -3.40" total_energy_ev=-94249.9410 e_above_lowest_kcal_mol=13.6 orbital_gap_ev="7.85 / 7.67" total_charge=+1 s2=0.753 spin_multiplicity=2
Cu 2.8996 -15.6512 -5.0316 1.414
O 1.4498 -19.1259 -10.9766 -0.712
C 2.0068 -19.7145 -9.8373 -0.092
C 2.3339 -18.6442 -8.8302 0.062
C 1.7240 -17.3897 -8.8893 -0.234
C 1.9322 -16.5252 -7.8452 0.084
N 2.7411 -16.7747 -6.8036 -0.552
C 3.3436 -17.9745 -6.7652 0.277
C 3.1583 -18.9088 -7.7597 -0.245
C 4.1559 -18.2149 -5.5547 0.166
C 4.7473 -19.4212 -5.2373 -0.207
C 5.4836 -19.5375 -4.0564 0.048
C 5.9290 -20.9042 -3.5756 -0.091
O 6.3664 -21.6526 -4.6676 -0.712
C 5.7203 -18.3596 -3.3405 -0.196
C 5.0557 -17.1913 -3.6940 0.052
N 4.2546 -17.1414 -4.7402 -0.537
H 0.9266 -19.7657 -11.4732 0.491
H 2.9058 -20.3182 -10.0590 0.189
H 1.2620 -20.3726 -9.3302 0.196
H 1.0432 -17.0838 -9.6916 0.260
H 1.4644 -15.5522 -7.8494 0.188
H 3.6324 -19.8733 -7.6798 0.228
H 4.6188 -20.2816 -5.8756 0.243
H 5.0600 -21.3919 -3.1162 0.186
H 6.7005 -20.8133 -2.7765 0.182
H 6.9840 -22.3387 -4.3451 0.491
H 6.3117 -18.4179 -2.4266 0.224
H 5.0611 -16.2877 -3.0721 0.245
O 2.1837 -13.5702 -1.8928 -0.653
C 2.4548 -13.8652 -3.0467 0.752
O 3.3921 -14.6648 -3.4190 -0.819
C 1.6089 -13.3270 -4.1633 0.107
C 0.8023 -12.2103 -4.0234 -0.191
C 0.0835 -11.7748 -5.1385 -0.126
C 0.1723 -12.4828 -6.3226 -0.233
C 1.0256 -13.5710 -6.3825 0.069
N 1.7550 -13.9785 -5.3404 -0.526
H 0.8015 -11.6951 -3.0737 0.259
H -0.5310 -10.8865 -5.0743 0.237
H -0.3774 -12.1857 -7.1905 0.239
H 1.1520 -14.0898 -7.3068 0.188
S 1.0533 -16.9465 -3.8791 -0.339
C 2.1101 -17.3133 -2.5765 0.299
N 2.3787 -16.3671 -1.6251 -0.522
C 3.3139 -16.4467 -0.6723 0.128
C 4.0290 -17.5999 -0.5897 -0.342
C 3.6193 -18.6190 -1.4567 0.132
N 2.7362 -18.5092 -2.4176 -0.482
H 1.8666 -15.4727 -1.6533 0.470
H 3.4046 -15.5680 -0.0329 0.254
H 4.8151 -17.7332 0.1249 0.247
H 4.0210 -19.6279 -1.3179 0.205

=====

Record 3
43
Properties=species:S:1:pos:R:3:nbo_charge:R:1 method="wB97M-V/def2-TZVPD" e_homo_ev=-11.7 lumo_energy_ev=-5.85 total_energy_ev=-25848.3814 e_above_lowest_kcal_mol=0.0 orbital_gap_ev=5.88 total_charge=+1
C -0.4121 -2.8612 0.6599 -0.720
C 0.4198 -1.6274 0.6448 0.435
C -0.2770 -0.3146 0.8782 -0.486
C 1.8212 -1.6546 0.6092 -0.137
C 2.5595 -2.8903 0.6853 -0.069
C 3.9378 -2.8961 0.8513 -0.241
C 4.6653 -1.6868 0.8843 -0.041
C 3.9822 -0.4644 0.7464 -0.241
C 2.6122 -0.4496 0.5717 -0.067
H 0.1877 -3.7688 0.5912 0.237
H -1.0022 -2.9215 1.5892 0.277
H -1.1403 -2.9172 -0.1670 0.282
H 0.4527 0.5022 1.0170 0.231
H -0.7617 -0.4472 1.8640 0.277
H 2.0234 -3.8417 0.6560 0.227
H 4.4486 -3.8556 0.9735 0.249
H 5.7428 -1.6972 1.0100 0.245
H 4.5178 0.4887 0.7852 0.249
H 2.1343 0.5243 0.4224 0.234
F -1.7799 4.4903 2.0931 -0.325
C -2.3413 3.2759 1.7681 0.400
C -3.6506 2.9988 2.1520 -0.274
C -4.2382 1.8101 1.6861 -0.168
C -3.4964 0.9211 0.9129 -0.231
C -2.1660 1.1989 0.5938 -0.002
C -1.3273 0.1050 -0.0985 -0.248
C -0.7706 0.5130 -1.4694 -0.051
C -0.8521 -0.4039 -2.5240 -0.220
C -0.0387 -0.2461 -3.6479 -0.200
C 0.8232 0.8584 -3.7363 -0.210
C 0.7073 1.8938 -2.7968 -0.215
C -0.1505 1.7434 -1.6954 -0.176
C -1.5573 2.3773 1.0434 -0.265
H -4.2047 3.7225 2.7419 0.247
H -5.2627 1.5680 1.9518 0.232
H -3.9379 -0.0202 0.5596 0.217
H -2.0073 -0.7384 -0.2593 0.218
H -1.5482 -1.2435 -2.4481 0.213
H -0.0733 -0.9858 -4.4498 0.228
H 1.5108 0.9619 -4.5826 0.229
H 1.2713 2.8219 -2.9077 0.228
H -0.3250 2.5779 -1.0240 0.214
H -0.4966 2.5790 0.8645 0.216

=====

Record 4
67
Properties=species:S:1:pos:R:3:nbo_charge:R:1 method="wB97M-V/def2-TZVPD" e_homo_ev="-12.0 / -12.0" lumo_energy_ev="-3.06 / -6.70" total_energy_ev=-151299.1743 e_above_lowest_kcal_mol=0.0 orbital_gap_ev="8.96 / 5.31" total_charge=+1 s2=0.766 spin_multiplicity=2
Ga 0.7074 -0.1609 -0.9444 1.483
N -0.5466 -0.3186 0.5723 -0.681
C -1.0248 0.0685 1.5586 0.746
N -1.6154 0.4336 2.6357 -0.440
C -3.0214 0.8898 2.6029 -0.230
C -3.1064 2.2660 3.2467 -0.088
O -2.5369 2.2483 4.5409 -0.504
C -1.1569 1.9393 4.4938 -0.089
C -0.9363 0.5404 3.9397 -0.232
H -3.6163 0.1740 3.1730 0.217
H -3.3671 0.9324 1.5711 0.229
H -4.1516 2.5436 3.3674 0.219
H -2.5993 3.0040 2.6152 0.194
H -0.7888 1.9862 5.5167 0.217
H -0.6216 2.6736 3.8815 0.195
H -1.3847 -0.1956 4.6097 0.215
H 0.1258 0.3395 3.8202 0.239
F 4.8056 -5.4293 -2.2898 -0.263
C 4.1335 -4.2990 -2.4292 0.306
C 4.6809 -3.1074 -1.9869 0.273
F 5.8790 -3.0947 -1.4128 -0.273
C 3.9695 -1.9301 -2.1240 0.342
F 4.5327 -0.8026 -1.6885 -0.294
C 2.6893 -1.9040 -2.6686 -0.320
S 1.8141 -0.3825 -2.9245 -0.216
C 2.1693 -3.1188 -3.1044 0.377
F 0.9278 -3.1642 -3.6139 -0.316
C 2.8705 -4.3038 -2.9955 0.258
F 2.3195 -5.4447 -3.3936 -0.272
O -0.8650 2.3056 -2.5014 -0.392
C -0.7172 1.2952 -2.0480 0.575
F 1.2323 1.7823 -0.5488 -0.700
Sb 0.8132 3.2011 0.8653 3.186
F 2.6685 3.4442 0.9069 -0.658
F 0.5893 4.3602 -0.5661 -0.640
F 0.3169 4.3182 2.2664 -0.651
F -0.9733 2.5952 0.6541 -0.686
F 1.0803 1.7552 2.0780 -0.694
C 5.0831 0.6965 2.1005 -0.410
N 3.8886 -0.0090 1.6491 -0.303
C 3.2550 -1.0480 2.2910 -0.057
C 2.2028 -1.3985 1.5122 -0.078
N 2.1924 -0.5819 0.3983 -0.644
C 3.2222 0.2429 0.5246 0.270
H 5.2984 0.4158 3.1266 0.229
H 4.9087 1.7694 2.0542 0.239
H 5.9312 0.4433 1.4682 0.229
H 3.6031 -1.4400 3.2302 0.242
H 1.4514 -2.1519 1.6710 0.231
H 3.4930 1.0143 -0.1747 0.257
N -0.9116 -1.7897 -1.7473 -0.837
C -2.1483 -1.1677 -2.0922 0.145
C -3.1974 -1.1294 -1.1808 -0.244
C -4.3496 -0.4201 -1.4767 -0.165
C -4.4321 0.2210 -2.7015 -0.342
C -3.4140 0.1812 -3.6356 -0.182
C -2.2607 -0.5253 -3.3212 -0.206
S -5.8476 1.2886 -3.0035 2.337
O -5.5399 2.4569 -2.1705 -0.669
O -5.8611 1.6032 -4.4121 -0.738
O -7.0230 0.5867 -2.5360 -0.727
H -1.0466 -2.4803 -1.0166 0.404
H -0.5095 -2.2369 -2.5658 0.426
H -3.1124 -1.6629 -0.2408 0.221
H -5.1780 -0.3795 -0.7820 0.248
H -3.5301 0.6722 -4.5919 0.260
H -1.4637 -0.6112 -4.0524 0.234